No. 1
2
Properties=species:S:1:pos:R:3:forces:R:3 method="wB97M-V/def2-TZVPD" e_homo_ev=-28.13 total_charge=+2 multiplicity=1 homo_lumo_gap_ev=18.743
Rb -0.8487 0.3687 0.6037 -13.493 5.864 9.598
Rb 0.8487 -0.3687 -0.6037 13.493 -5.864 -9.598

No. 2
2
Properties=species:S:1:pos:R:3:forces:R:3 method="wB97M-V/def2-TZVPD" e_homo_ev="-4.26 / -2.90" total_charge=-1 s2=0.7599 multiplicity=2 homo_lumo_gap_ev="5.888 / 4.387"
S 0.0000 0.0000 1.6877 0.000 0.000 -2.469
S 0.0000 0.0000 -1.6877 0.000 0.000 2.469

No. 3
2
Properties=species:S:1:pos:R:3:forces:R:3 method="wB97M-V/def2-TZVPD" e_homo_ev=-9.41 multiplicity=1 homo_lumo_gap_ev=5.602
S 0.0000 0.0000 1.1835 0.000 0.000 -5.921
S 0.0000 0.0000 -1.1835 0.000 0.000 5.921

No. 4
2
Properties=species:S:1:pos:R:3:forces:R:3 method="wB97M-V/def2-TZVPD" e_homo_ev=-9.81 multiplicity=1 homo_lumo_gap_ev=4.899
S -1.2627 0.8530 0.2550 3.358 -2.269 -0.678
S 1.2627 -0.8530 -0.2550 -3.358 2.269 0.678

No. 5
2
Properties=species:S:1:pos:R:3:forces:R:3 method="wB97M-V/def2-TZVPD" e_homo_ev="-17.15 / -17.95" total_charge=+1 s2=0.7546 multiplicity=2 homo_lumo_gap_ev="6.395 / 7.487"
S 0.4199 0.2655 0.9718 -2.865 -1.811 -6.631
S -0.4199 -0.2655 -0.9718 2.865 1.811 6.631

Energy above the lowest of the compared OMol25 structures with the same formula, charge and spin for the records above, in order: 668.75; 423.52; 197.46; 561.05; 180.77 kJ/mol